[1]
{
  "formula": "C10H11BrN3",
  "method": "ωB97M-V/def2-TZVPD",
  "orbital_gap_ev": 8.1419,
  "e_above_lowest_kj_mol": 116.7,
  "smiles": "[NH3+][C@@]1(Br)N=CCC(c2ccccc2)=N1",
  "total_charge": 1,
  "elements": ["C", "H", "C", "H", "H", "N", "C", "C", "H", "H", "H", "H", "H", "Br", "H", "H", "C", "H", "C", "N", "N", "C", "C", "C", "C"],
  "xyz": [[0.901, -0.563, -0.451], [3.634, -3.163, -1.157], [0.565, -1.940, -0.328], [1.021, -3.890, -0.499], [2.447, 0.908, -0.840], [-1.442, 2.278, 1.474], [3.154, -1.227, -1.014], [2.209, -0.236, -0.822], [-4.004, 0.562, 1.384], [0.703, 2.358, -1.032], [0.115, 3.523, 1.023], [-2.855, 0.802, 2.662], [4.069, -0.709, -1.161], [-3.417, 1.608, -0.752], [-0.808, 2.194, -1.292], [-0.332, -2.371, -0.062], [2.820, -2.561, -0.990], [-2.826, -0.680, 1.854], [-2.238, 0.849, 0.651], [-1.270, -0.026, 0.382], [-3.118, 0.331, 1.696], [-0.190, 0.405, -0.237], [1.477, -2.891, -0.671], [-0.514, 2.595, 0.718], [-0.102, 1.843, -0.536]],
  "atomic_forces_ev_per_a": [[-0.98, -0.65, -0.10], [1.22, -2.22, -0.38], [2.10, 1.51, -1.08], [1.34, 0.30, -0.64], [-0.05, -2.41, -0.18], [-2.60, -2.43, -1.01], [-0.92, 1.77, 0.04], [-1.53, 2.44, 0.77], [-3.00, -0.16, 0.02], [1.41, -0.78, 0.46], [-0.98, -1.59, -0.54], [-0.82, -0.54, -2.35], [1.47, -1.00, -0.40], [0.40, -0.36, 0.37], [-0.96, -0.60, 0.06], [-2.18, 0.15, 0.63], [-1.80, 1.65, 0.60], [-1.13, 1.04, -0.63], [1.78, 3.97, 1.23], [1.42, -0.58, -1.24], [3.74, -0.71, 3.59], [0.10, -0.87, 0.25], [0.72, -1.33, 0.55], [1.86, 2.03, 0.37], [-0.61, 1.37, -0.39]],
  "nbo_charge": [-0.1404, 0.2310, -0.1579, 0.2330, 0.2185, -0.3860, -0.2259, -0.1381, 0.4537, 0.2779, 0.2407, 0.4815, 0.2357, 0.0631, 0.2991, 0.2240, -0.1315, 0.4744, 0.3355, -0.5727, -0.7423, 0.4123, -0.1999, 0.1221, -0.6076]
}



[2]
{
  "formula": "C10H11CaCl2NO2",
  "method": "ωB97M-V/def2-TZVPD",
  "orbital_gap_ev": 2.6907,
  "e_above_lowest_kj_mol": 0.0,
  "total_charge": -2,
  "elements": ["Cl", "H", "O", "C", "C", "O", "H", "C", "H", "H", "C", "C", "H", "Cl", "H", "H", "C", "N", "C", "H", "H", "C", "H", "C", "H", "C", "Ca"],
  "xyz": [[4.466, 3.024, 1.433], [0.398, 2.965, -1.199], [2.807, -0.366, 0.824], [-1.988, 1.312, 0.438], [1.460, -0.799, -1.931], [1.970, 1.631, 1.493], [-1.586, -2.800, -1.822], [-0.367, 2.306, -0.865], [5.105, 0.756, 1.072], [-0.678, 2.909, 1.265], [0.316, -1.695, -1.521], [-2.036, 0.719, -0.871], [2.411, -1.173, -1.705], [4.575, 0.729, 3.410], [-2.759, -0.028, -1.212], [-0.357, -2.557, -3.386], [-0.611, -2.438, -2.335], [-0.275, -1.850, -0.368], [-1.044, 1.363, -1.673], [1.317, -0.149, -2.755], [-0.915, -2.252, 0.372], [4.395, 1.283, 1.728], [-0.874, 1.135, -2.718], [2.947, 0.810, 1.304], [-2.679, 1.070, 1.261], [-0.932, 2.277, 0.437], [0.628, 0.220, 0.330]],
  "atomic_forces_ev_per_a": [[0.63, -0.01, 0.46], [0.62, 0.34, -0.12], [1.57, 2.25, 1.59], [0.17, -0.26, -0.74], [-2.22, -0.36, 2.02], [2.63, -0.95, 0.31], [1.74, 0.52, -1.52], [-1.09, -0.11, 0.23], [-0.07, 0.37, 0.59], [0.23, 0.19, 0.23], [-3.92, -3.10, -3.52], [0.23, 1.15, 0.33], [1.45, -0.37, 0.26], [0.43, 0.42, 0.00], [0.55, 0.11, 0.15], [-0.54, -0.34, -0.49], [0.66, 0.39, -1.72], [1.54, 2.82, 9.19], [-0.90, -0.37, 0.77], [-0.11, 0.02, -1.07], [1.30, -0.01, -3.06], [-1.50, -0.89, -1.31], [0.19, -0.04, 0.19], [-1.86, -0.65, -0.19], [0.52, 0.14, -0.33], [-1.04, -0.08, -0.47], [-1.22, -1.18, -1.78]],
  "nbo_charge": [-0.0205, 0.1972, -0.7280, -0.4175, -1.0409, -0.7932, 0.1518, -0.4321, 0.2349, 0.1976, 0.2115, -0.3318, 0.1850, -0.0398, 0.2050, 0.1312, -0.8175, -1.1553, -0.3384, 0.1838, 0.4032, -0.3151, 0.2114, 0.7057, 0.1831, -0.4442, 1.6728]
}



[3]
{
  "formula": "C10H11Cl2F3O9",
  "method": "ωB97M-V/def2-TZVPD",
  "orbital_gap_ev": 11.1268,
  "e_above_lowest_kj_mol": 3.6,
  "smiles": "O=C1OC[C@@H](F)O1.O=C1OC[C@@H](F)O1.O=C1OC[C@@H](F)O1.ClCCl",
  "total_charge": 0,
  "elements": ["C", "O", "O", "H", "O", "C", "O", "H", "H", "Cl", "O", "H", "H", "H", "Cl", "C", "F", "F", "H", "O", "H", "H", "C", "C", "C", "C", "C", "O", "F", "H", "O", "O", "H", "C", "C"],
  "xyz": [[0.589, -0.988, -1.788], [-4.591, 0.102, 2.734], [-0.883, -2.308, 1.221], [2.974, -2.965, 2.446], [-3.152, 1.670, 2.093], [1.744, 1.826, -4.628], [1.102, -3.232, 1.677], [-3.202, -1.228, 3.414], [1.974, -4.218, 3.325], [1.111, -2.654, -2.069], [1.968, 1.988, -3.245], [2.565, 3.382, -5.920], [0.265, -0.915, -0.755], [-1.713, 0.586, 3.230], [-0.778, -0.477, -2.806], [1.447, -2.169, 3.696], [2.114, -0.999, 3.567], [0.589, 3.635, -5.740], [2.568, 1.278, -5.088], [2.028, 4.046, -4.039], [-3.391, -1.175, 1.594], [1.428, -0.313, -1.919], [2.062, 3.284, -2.927], [1.986, -3.280, 2.776], [-2.367, 0.531, 2.358], [-4.427, 1.397, 2.432], [1.772, 3.266, -5.182], [2.162, 3.705, -1.823], [-1.572, 0.326, 1.272], [0.815, 1.301, -4.840], [0.115, -2.030, 3.233], [-5.339, 2.161, 2.468], [1.368, -2.437, 4.748], [0.028, -2.473, 1.954], [-3.361, -0.622, 2.531]],
  "atomic_forces_ev_per_a": [[-0.11, 0.21, 0.55], [0.31, -0.74, -0.04], [-0.25, 0.18, -0.04], [0.12, -0.46, -0.02], [0.55, -0.20, 0.66], [0.35, 0.31, -0.91], [0.15, -0.34, -0.44], [0.23, -0.18, -0.14], [-0.01, -0.28, -0.43], [-0.04, 0.15, -0.14], [-0.20, -0.69, 0.22], [-0.13, 0.43, -0.03], [-0.18, -0.13, -0.06], [0.00, 0.80, -0.07], [0.35, -0.12, 0.04], [-0.94, -0.99, 0.09], [0.07, 0.14, -0.15], [-0.02, 0.05, 0.08], [0.00, -0.18, 0.26], [-0.03, 0.33, -0.80], [-0.11, -0.28, 0.19], [-0.04, -0.04, -0.38], [-0.14, 0.24, 0.72], [0.29, 1.51, 0.68], [0.38, -0.89, -0.22], [-1.52, 0.08, 0.07], [0.17, -0.68, 0.46], [0.12, -0.04, -0.19], [0.06, 0.20, -0.04], [-0.14, 0.15, 0.21], [0.18, 0.80, 0.21], [0.65, 0.30, -0.18], [0.27, 0.15, 0.03], [0.11, -0.85, 0.09], [-0.47, 1.07, -0.29]],
  "nbo_charge": [-0.3957, -0.4867, -0.5612, 0.2195, -0.4786, -0.1340, -0.4759, 0.2052, 0.2034, -0.0265, -0.4870, 0.1573, 0.2305, 0.1562, -0.0341, 0.4375, -0.3283, -0.3301, 0.1939, -0.4862, 0.2205, 0.2275, 0.9728, -0.1301, 0.4422, 0.9659, 0.4432, -0.5556, -0.3340, 0.2237, -0.5056, -0.5633, 0.1677, 0.9746, -0.1287]
}



Calculated total energy values (in Eh) by entry order: -3125.5949 -2190.7635 -2284.8355.